This record from OMol25 describes a 2-piece molecular cluster, C6H12O2 overall in a non-equilibrium geometry. The level of theory is wB97M-V/def2-TZVPD.

```
! wB97M-V def2-TZVPD RIJCOSX def2/J DEFGRID3
* xyz 0 1
O 1.084 0.445 -3.708
O -1.550 3.202 -0.113
C -0.090 0.219 -1.620
C 0.991 0.098 -2.442
C -0.648 -0.967 1.931
C -0.660 -0.146 0.738
C 0.847 -1.456 2.108
C -0.076 -0.528 -0.430
H -1.394 -1.732 2.035
H 1.974 -0.405 -2.203
H -1.030 0.599 -1.836
H 0.403 1.064 -4.065
H -0.731 0.921 0.773
H 0.832 -2.354 1.517
H 0.338 -1.616 -0.542
H 1.636 -0.891 1.823
H -0.771 -0.279 2.797
H 1.097 -1.895 3.071
H -0.751 2.994 -0.582
H -1.503 2.728 0.747
*
```

Summary:
* energy above the lowest of the compared OMol25 structures with the same formula, charge and spin: 83.5 kcal per mole
* HOMO-LUMO gap: 0.3206 hartree
* HOMO energy: -8.009 eV
* largest force on an atom: 0.10161 Eh/bohr
* lowest unoccupied orbital energy: 0.0263 Ha
* SMILES string: CC/C=C/C=C/O.O

Atomic partial charges in e from the Löwdin method, atoms 1 to 4: atom 1 (O): 0.012, atom 2 (O): -0.065, atom 3 (C): -0.128, atom 4 (C): -0.210

This record from OMol25 describes one molecule with the formula C6H12O2 in a non-equilibrium geometry. The level of theory is wB97M-V/def2-TZVPD.

```
! wB97M-V def2-TZVPD RIJCOSX def2/J DEFGRID3
* xyz 0 1
O 1.110 1.001 2.969
O -0.927 1.424 2.337
C 1.243 -0.459 -2.142
C -0.273 0.082 -0.148
C -0.015 0.698 2.218
C 0.286 -0.453 1.195
C 0.077 -0.974 -1.279
C -1.758 0.369 -0.238
H 0.407 1.060 -0.413
H -2.103 0.414 -1.285
H -0.106 -1.477 1.535
H 0.242 -2.035 -0.824
H 1.347 -0.602 1.157
H 1.308 0.599 -2.086
H 1.009 1.729 3.622
H 1.105 -0.144 -3.212
H 2.219 -0.975 -1.891
H -2.091 1.357 0.301
H -0.751 -1.075 -1.955
H -2.332 -0.539 0.138
*
```

Summary:
* energy above the lowest of the compared OMol25 structures with the same formula, charge and spin: 48.8 kcal per mole
* HOMO-LUMO gap: 0.4034 hartree
* HOMO energy: -10.129 eV
* largest force on an atom: 0.06745 Eh/bohr
* lowest unoccupied orbital energy: 0.0312 Ha
* SMILES string: CC[C@@H](C)CC(=O)O

Atomic partial charges in e from the Löwdin method, atoms 1 to 4: atom 1 (O): 0.047, atom 2 (O): 0.116, atom 3 (C): -0.125, atom 4 (C): -0.389

This record from OMol25 describes one molecule with the formula C6H12O2 in a non-equilibrium geometry. The level of theory is wB97M-V/def2-TZVPD.

```
! wB97M-V def2-TZVPD RIJCOSX def2/J DEFGRID3
* xyz 0 1
O -1.116 1.651 0.191
O 1.648 -1.803 -0.847
C -1.248 -1.546 -0.470
C -0.321 -0.382 -0.827
C 0.973 -0.935 -1.389
C 1.259 1.385 0.210
C -0.087 0.650 0.311
C -0.229 0.073 1.724
H -0.013 0.840 2.478
H -0.800 0.138 -1.668
H 0.448 -0.770 1.891
H 2.097 0.738 0.493
H -0.768 -2.252 0.218
H 1.433 1.757 -0.806
H -1.510 -2.112 -1.371
H -1.257 -0.248 1.925
H -2.179 -1.194 -0.017
H 1.274 2.264 0.864
H -0.919 2.207 -0.583
H 1.315 -0.462 -2.327
*
```

Summary:
* energy above the lowest of the compared OMol25 structures with the same formula, charge and spin: 26.0 kcal per mole
* HOMO-LUMO gap: 0.3888 hartree
* HOMO energy: -9.810 eV
* largest force on an atom: 0.03449 Eh/bohr
* lowest unoccupied orbital energy: 0.0283 Ha
* SMILES string: C[C@H](C=O)C(C)(C)O

Atomic partial charges in e from the Löwdin method, atoms 1 to 4: atom 1 (O): -0.038, atom 2 (O): 0.052, atom 3 (C): -0.059, atom 4 (C): -0.278

This record from OMol25 describes one molecule with the formula C6H12O2 in a non-equilibrium geometry. The level of theory is wB97M-V/def2-TZVPD.

```
! wB97M-V def2-TZVPD RIJCOSX def2/J DEFGRID3
* xyz 0 1
O -1.226 -0.314 -0.635
O 1.303 -0.922 -0.403
C 1.980 1.131 0.189
C -2.353 -0.707 0.291
C -0.871 1.956 0.131
C 0.795 -2.000 0.285
C 0.876 0.317 -0.067
C -0.381 0.543 -0.032
H 2.662 1.391 -0.818
H -2.687 -1.710 -0.132
H 1.638 -2.887 0.172
H 2.768 0.802 0.782
H -0.180 -2.626 -0.033
H -1.930 2.127 0.921
H -2.807 0.234 0.095
H 1.595 2.242 0.454
H 0.811 -1.524 1.500
H 0.064 2.562 0.349
H -1.746 -0.621 1.299
H -1.076 2.458 -1.067
*
```

Summary:
* energy above the lowest of the compared OMol25 structures with the same formula, charge and spin: 165.8 kcal per mole
* HOMO-LUMO gap: 0.3436 hartree
* HOMO energy: -8.432 eV
* largest force on an atom: 0.15245 Eh/bohr
* lowest unoccupied orbital energy: 0.0337 Ha
* SMILES string: CO/C(C)=C(/C)OC

Atomic partial charges in e from the Löwdin method, atoms 1 to 4: atom 1 (O): -0.166, atom 2 (O): -0.124, atom 3 (C): -0.025, atom 4 (C): -0.002

This record from OMol25 describes a 2-piece molecular cluster, C6H12O2 overall in a non-equilibrium geometry. The level of theory is wB97M-V/def2-TZVPD.

```
! wB97M-V def2-TZVPD RIJCOSX def2/J DEFGRID3
* xyz 0 1
O 1.649 0.651 1.465
O 0.679 -0.679 -2.639
C -0.635 0.581 2.229
C -0.248 0.542 -0.840
C 0.389 1.116 1.239
C -0.012 -2.003 -0.601
C -0.886 1.484 -1.453
C 0.514 -0.701 -1.203
H 0.438 2.145 0.963
H -1.046 -2.187 -0.940
H -0.103 0.670 3.203
H 1.578 -0.286 1.579
H -0.814 -0.393 2.067
H -1.324 2.303 -0.877
H 0.510 -3.014 -0.964
H 0.814 0.216 -2.950
H -1.411 1.256 -2.313
H -0.132 -2.137 0.497
H -1.585 1.027 2.237
H 1.626 -0.590 -0.700
*
```

Summary:
* energy above the lowest of the compared OMol25 structures with the same formula, charge and spin: 121.1 kcal per mole
* HOMO-LUMO gap: 0.3239 hartree
* HOMO energy: -8.056 eV
* largest force on an atom: 0.11663 Eh/bohr
* lowest unoccupied orbital energy: 0.0279 Ha

Atomic partial charges in e from the Löwdin method, atoms 1 to 4: atom 1 (O): -0.021, atom 2 (O): -0.053, atom 3 (C): -0.048, atom 4 (C): -0.090

This record from OMol25 describes a 2-piece molecular cluster, C6H12O2 overall in a non-equilibrium geometry. The level of theory is wB97M-V/def2-TZVPD.

```
! wB97M-V def2-TZVPD RIJCOSX def2/J DEFGRID3
* xyz 0 1
O 1.195 -2.629 -2.625
O -2.514 2.754 -0.944
C 3.291 -2.464 -1.374
C -2.201 2.761 2.269
C -2.797 1.668 1.386
C 2.423 -1.789 -0.252
C 2.441 -2.661 -2.650
C -3.188 2.182 -0.012
H -3.022 3.474 2.450
H -1.882 2.339 3.237
H 2.901 -2.949 -3.626
H 2.169 -0.777 -0.610
H -1.351 3.307 1.826
H 4.169 -1.867 -1.688
H -3.590 1.200 2.001
H 3.640 -3.495 -1.174
H 1.494 -2.295 0.061
H 3.085 -1.697 0.624
H -4.281 2.009 -0.168
H -1.982 0.929 1.269
*
```

Summary:
* energy above the lowest of the compared OMol25 structures with the same formula, charge and spin: 56.8 kcal per mole
* HOMO-LUMO gap: 0.3826 hartree
* HOMO energy: -9.792 eV
* largest force on an atom: 0.11397 Eh/bohr
* lowest unoccupied orbital energy: 0.0227 Ha
* SMILES string: CCC=O.CCC=O

Atomic partial charges in e from the Löwdin method, atoms 1 to 4: atom 1 (O): -0.005, atom 2 (O): -0.016, atom 3 (C): -0.204, atom 4 (C): -0.126

This record from OMol25 describes a 2-piece molecular cluster, C6H12O3Si overall in a non-equilibrium geometry. The level of theory is wB97M-V/def2-TZVPD.

```
! wB97M-V def2-TZVPD RIJCOSX def2/J DEFGRID3
* xyz 0 1
Si 0.971 -0.067 0.036
O 2.308 0.893 -0.045
O 0.209 0.085 1.506
O 1.703 -1.497 0.048
C 0.984 -2.683 0.205
C -0.738 1.059 1.928
C -4.215 0.541 0.032
C -2.655 0.587 -1.979
C 3.395 0.957 -0.924
C -3.469 0.490 -0.935
H -0.354 1.998 1.979
H 0.792 -2.901 1.307
H 3.478 -0.087 -1.213
H -4.345 0.745 1.046
H 0.139 -2.783 -0.470
H 1.504 -3.570 0.006
H -1.530 1.184 1.303
H 4.159 1.431 -0.264
H -2.498 1.479 -2.543
H 3.015 1.541 -1.684
H -1.047 0.592 2.810
H -1.804 0.006 -2.147
*
```

Summary:
* energy above the lowest of the compared OMol25 structures with the same formula, charge and spin: 99.4 kcal per mole
* HOMO-LUMO gap (spin up / spin down): 0.2854 / 0.2492 hartree
* HOMO energy (spin up / spin down): -8.619 / -7.725 eV
* largest force on an atom: 0.06449 Eh/bohr
* lowest unoccupied orbital energy (spin up / spin down): -0.0314 / -0.0347 Ha

Atomic partial charges in e from the Löwdin method, atoms 1 to 4: atom 1 (Si): 0.462, atom 2 (O): -0.275, atom 3 (O): -0.217, atom 4 (O): -0.219

This record from OMol25 describes one molecule with the formula C6H12O4 in a non-equilibrium geometry. The level of theory is wB97M-V/def2-TZVPD.

```
! wB97M-V def2-TZVPD RIJCOSX def2/J DEFGRID3
* xyz 0 1
O -1.172 0.341 0.385
O 2.094 -0.129 -0.833
O 0.253 -1.714 1.500
O 0.643 -1.953 -1.023
C 0.036 1.664 -1.463
C -2.310 -0.495 0.486
C -0.284 0.251 -1.087
C 0.808 -0.638 -0.627
C 0.430 -0.593 1.043
C 1.082 0.519 1.802
H -2.010 -1.535 0.647
H -0.881 2.244 -1.547
H -2.905 -0.440 -0.431
H 0.687 2.132 -0.730
H 0.540 -2.470 -0.195
H 0.568 1.656 -2.417
H 1.527 1.288 1.178
H 2.667 -0.852 -1.116
H -2.918 -0.147 1.322
H -0.989 -0.267 -1.737
H 0.294 1.017 2.369
H 1.841 0.121 2.473
*
```

Summary:
* energy above the lowest of the compared OMol25 structures with the same formula, charge and spin: 58.3 kcal per mole
* HOMO-LUMO gap: 0.3515 hartree
* HOMO energy: -8.771 eV
* largest force on an atom: 0.07590 Eh/bohr
* lowest unoccupied orbital energy: 0.0292 Ha
* SMILES string: CO[C@@H](C)C(O)(O)C(C)=O

Atomic partial charges in e from the Löwdin method, atoms 1 to 4: atom 1 (O): -0.195, atom 2 (O): 0.049, atom 3 (O): 0.033, atom 4 (O): 0.045

This record from OMol25 describes one molecule with the formula C6H12O5 in a non-equilibrium geometry. The level of theory is wB97M-V/def2-TZVPD.

```
! wB97M-V def2-TZVPD RIJCOSX def2/J DEFGRID3
* xyz 0 1
O -0.395 2.159 0.313
O 1.082 0.589 -1.841
O -1.204 -0.995 2.032
O 2.462 -1.191 -0.320
O -1.547 1.000 -1.969
C 0.393 -0.470 -1.223
C -1.070 0.898 0.422
C 1.097 -1.109 -0.064
C -0.405 0.067 1.583
C 0.980 -0.316 1.273
C -1.010 0.072 -0.913
H 1.597 0.590 1.188
H 1.276 -0.961 2.080
H 2.019 0.429 -1.578
H -2.148 1.103 0.557
H 0.176 -1.277 -1.951
H -0.511 2.367 -0.615
H 2.964 -1.168 -1.170
H -0.362 0.790 2.415
H -2.506 1.046 -1.814
H -1.712 -0.924 -0.912
H 0.906 -2.096 0.194
H -2.083 -0.604 2.315
*
```

Summary:
* energy above the lowest of the compared OMol25 structures with the same formula, charge and spin: 37.4 kcal per mole
* HOMO-LUMO gap: 0.3709 hartree
* HOMO energy: -9.569 eV
* largest force on an atom: 0.07104 Eh/bohr
* lowest unoccupied orbital energy: 0.0192 Ha
* SMILES string: O[C@H]1[C@@H](O)[C@@H](O)C[C@H](O)[C@H]1O

Atomic partial charges in e from the Löwdin method, atoms 1 to 4: atom 1 (O): -0.003, atom 2 (O): 0.011, atom 3 (O): -0.022, atom 4 (O): -0.039

This record from OMol25 describes a 2-piece molecular cluster, C6H12O5 overall in a non-equilibrium geometry. The level of theory is wB97M-V/def2-TZVPD.

```
! wB97M-V def2-TZVPD RIJCOSX def2/J DEFGRID3
* xyz 0 1
O -1.057 0.903 -2.184
O -0.413 0.304 3.220
O 0.123 -0.215 -4.613
O -0.264 -1.113 -1.704
O -2.267 1.483 2.918
C -0.216 0.142 -1.609
C 0.142 -0.874 2.597
C 0.511 0.775 0.660
C 0.879 -0.568 1.284
C 0.915 0.794 -0.835
C -1.740 0.429 3.104
H 1.027 1.823 -1.159
H 1.836 0.224 -0.937
H -2.339 -0.480 3.242
H -0.417 0.037 -3.783
H -0.565 0.925 0.694
H -0.420 -0.174 -5.416
H 0.629 -1.377 0.602
H 1.025 1.558 1.208
H 0.527 -1.093 -4.483
H 0.804 -1.341 3.320
H 1.949 -0.587 1.480
H -0.669 -1.574 2.393
*
```

Summary:
* energy above the lowest of the compared OMol25 structures with the same formula, charge and spin: 46.0 kcal per mole
* HOMO-LUMO gap: 0.2737 hartree
* HOMO energy: -8.539 eV
* largest force on an atom: 0.02904 Eh/bohr
* lowest unoccupied orbital energy: -0.0400 Ha

Atomic partial charges in e from the Löwdin method, atoms 1 to 4: atom 1 (O): -0.075, atom 2 (O): -0.036, atom 3 (O): 0.288, atom 4 (O): -0.063

This record from OMol25 describes a 2-piece molecular cluster, C6H12OP overall in a non-equilibrium geometry. The level of theory is wB97M-V/def2-TZVPD.

```
! wB97M-V def2-TZVPD RIJCOSX def2/J DEFGRID3
* xyz 1 1
P 0.077 -1.282 0.632
O 1.404 -2.035 1.392
C 2.363 -2.795 1.107
C 0.672 -0.551 -0.842
C -0.026 0.135 1.667
C 0.798 0.885 -0.498
C -2.922 1.712 -1.487
C 0.582 1.226 0.776
H -2.434 0.802 -1.106
H 1.203 1.598 -1.250
H 2.838 -2.807 0.049
H -3.917 1.665 -1.194
H 0.147 -0.740 -1.742
H -2.279 2.506 -1.173
H 0.640 2.159 1.189
H 1.722 -0.769 -1.136
H 2.842 -3.514 1.808
H -2.899 1.541 -2.529
H 0.258 -0.030 2.701
H -1.070 0.294 1.636
*
```

Summary:
* energy above the lowest of the compared OMol25 structures with the same formula, charge and spin: 47.2 kcal per mole
* HOMO-LUMO gap (spin up / spin down): 0.2807 / 0.2806 hartree
* HOMO energy (spin up / spin down): -13.599 / -13.599 eV
* largest force on an atom: 0.06559 Eh/bohr
* lowest unoccupied orbital energy (spin up / spin down): -0.2191 / -0.2191 Ha

Atomic partial charges in e from the Löwdin method, atoms 1 to 4: atom 1 (P): 1.056, atom 2 (O): -0.215, atom 3 (C): 0.126, atom 4 (C): -0.332

This record from OMol25 describes a 2-piece molecular cluster, C6H12S overall in a non-equilibrium geometry. The level of theory is wB97M-V/def2-TZVPD.

```
! wB97M-V def2-TZVPD RIJCOSX def2/J DEFGRID3
* xyz 0 1
S -0.669 0.205 2.604
C -0.791 0.866 1.026
C -0.282 2.247 0.767
C 0.409 -1.523 -0.808
C 0.780 -0.478 -0.083
C -1.040 -1.891 -1.095
C 2.115 -0.038 0.239
H -1.342 -1.788 -2.125
H -1.521 0.532 0.281
H -1.007 3.035 1.200
H 0.687 2.423 1.124
H 2.133 0.620 1.071
H -1.671 -1.282 -0.324
H 2.861 -0.763 0.571
H 2.683 0.529 -0.463
H -0.188 2.560 -0.284
H 1.148 -1.974 -1.453
H 0.456 0.850 2.948
H -1.072 -2.977 -1.035
*
```

Summary:
* energy above the lowest of the compared OMol25 structures with the same formula, charge and spin: 91.1 kcal per mole
* HOMO-LUMO gap (spin up / spin down): 0.3000 / 0.3000 hartree
* HOMO energy (spin up / spin down): -7.503 / -7.504 eV
* largest force on an atom: 0.09469 Eh/bohr
* lowest unoccupied orbital energy (spin up / spin down): 0.0243 / 0.0243 Ha

Atomic partial charges in e from the Löwdin method, atoms 1 to 4: atom 1 (S): 0.755, atom 2 (C): -0.618, atom 3 (C): -0.194, atom 4 (C): -0.189

Number 1: electronic energy -386.187033 a.u.. Number 2: electronic energy -386.242407 a.u.. Number 3: electronic energy -386.278688 a.u.. Number 4: electronic energy -386.055989 a.u.. Number 5: electronic energy -386.127243 a.u.. Number 6: electronic energy -386.229680 a.u.. Number 7: electronic energy -750.881897 a.u.. Number 8: electronic energy -536.712285 a.u.. Number 9: electronic energy -611.953763 a.u.. Number 10: electronic energy -611.940090 a.u.. Number 11: electronic energy -652.038440 a.u.. Number 12: electronic energy -633.839477 a.u..